Formula: C12H15N4OPdS
Source: OMol25
Level of theory: wB97M-V/def2-TZVPD

- <S²> = 2.0063
- gap between HOMO and LUMO (spin up / spin down) (eV) = 7.43 / 6.82
- multiplicity = 3
- net charge = +1
- energy relative to the best compared isomer or geometry (same formula, charge and spin) (kJ/mol) = 4.78

Each line ends with the Mulliken spin population.
CARTESIAN COORDINATES (ANGSTROEM)
Pd (-0.5139, -1.2142, 0.2509)  1.22
C (4.5762, -0.2331, 0.2171)  0.00
N (3.5459, 0.7691, -0.0416)  0.01
C (3.7550, 1.9866, -0.6658)  0.00
C (2.5720, 2.6035, -0.7342)  0.00
N (1.6261, 1.7585, -0.1411)  0.01
C (2.2483, 0.6138, 0.2741)  0.00
S (1.6830, -0.7555, 1.1032)  0.17
C (0.2398, 2.1042, -0.0829)  -0.01
C (-0.1064, 3.4462, -0.1161)  0.00
C (-1.4464, 3.7811, -0.1148)  0.00
C (-2.3965, 2.7749, -0.0650)  0.00
C (-1.9546, 1.4709, -0.0055)  0.00
N (-0.6535, 1.1360, -0.0180)  0.03
H (5.5430, 0.2155, 0.0129)  0.00
H (4.4267, -1.0987, -0.4242)  0.00
H (4.5327, -0.5511, 1.2545)  0.00
H (4.7251, 2.3038, -1.0079)  0.00
H (2.3172, 3.5473, -1.1770)  0.00
H (0.6456, 4.2202, -0.1150)  0.00
H (-1.7400, 4.8221, -0.1417)  0.00
H (-3.4544, 2.9945, -0.0598)  0.00
H (-2.6556, 0.6505, 0.0581)  0.00
N (-4.3558, -3.2236, 0.2646)  0.01
C (-3.0938, -2.7918, 0.3237)  0.02
O (-2.8314, -1.5807, 0.3185)  0.03
C (-1.9935, -3.8150, 0.4129)  -0.12
C (-0.7369, -3.3076, -0.2574)  0.54
H (-5.1079, -2.5548, 0.2406)  0.00
H (-4.5773, -4.2033, 0.2730)  0.00
H (-2.3288, -4.7680, -0.0091)  0.04
H (-1.8173, -3.9888, 1.4782)  0.01
H (-0.8259, -3.2582, -1.3403)  0.02
H (0.1531, -3.8545, 0.0353)  0.01

Cartesian forces (eV/Å) of the 6 atoms listed first:
0.661 -0.057 0.404
-0.043 0.078 -0.018
0.338 -0.079 -0.037
0.111 -0.142 0.103
-0.162 -0.023 0.015
-0.288 0.086 -0.264

---

Formula: C5H7NO
Source: OMol25
Level of theory: wB97M-V/def2-TZVPD

- gap between HOMO and LUMO (eV) = 11.22
- net charge = 0
- energy relative to the best compared isomer or geometry (same formula, charge and spin) (kJ/mol) = 68.05
- SMILES = C[C@H](C#N)CC=O

Each line ends with the Löwdin charge.
CARTESIAN COORDINATES (ANGSTROEM)
C (-0.9650, -1.1228, 0.3870)  -0.05
C (-0.5832, 0.3376, 0.1110)  -0.37
C (-1.5935, 0.9796, -0.7426)  -0.20
N (-2.3879, 1.4745, -1.4227)  0.15
C (0.8028, 0.4505, -0.5368)  -0.13
C (1.9113, 0.1385, 0.4408)  -0.25
O (1.7704, 0.1483, 1.6402)  0.06
H (-1.9565, -1.1890, 0.8424)  0.09
H (-0.2391, -1.5664, 1.0739)  0.08
H (-0.9756, -1.7008, -0.5433)  0.09
H (-0.5570, 0.8824, 1.0618)  0.15
H (0.8877, -0.2126, -1.4069)  0.13
H (0.9858, 1.4727, -0.9010)  0.13
H (2.8998, -0.0925, -0.0039)  0.12

Cartesian forces (eV/Å) of the 6 atoms listed first:
-0.012 -0.087 0.032
-0.004 0.015 0.052
-0.672 0.443 -0.571
0.768 -0.480 0.636
-0.005 0.011 -0.011
-0.030 -0.003 0.406

---

Formula: C6H12N2O
Source: OMol25
Level of theory: wB97M-V/def2-TZVPD

- gap between HOMO and LUMO (eV) = 9.95
- net charge = 0
- energy relative to the best compared isomer or geometry (same formula, charge and spin) (kJ/mol) = 241.81
- SMILES = C/N=C(/C)C/C(C)=N\O

Each line ends with the Löwdin charge.
CARTESIAN COORDINATES (ANGSTROEM)
C (-2.1601, -0.8371, -0.2476)  -0.13
N (-0.8993, -1.5117, -0.2040)  0.03
C (0.1256, -1.0543, 0.3892)  -0.38
C (1.2404, -2.0187, 0.6715)  -0.04
C (0.3363, 0.3400, 0.9640)  -0.07
C (0.3787, 1.1849, -0.2734)  -0.37
C (1.5324, 1.0445, -1.2148)  -0.03
N (-0.5112, 2.0445, -0.5949)  0.03
O (-1.4448, 2.3897, 0.3881)  -0.07
H (-2.2425, -0.3127, -1.2061)  0.08
H (-2.2883, -0.0989, 0.5535)  0.07
H (-2.9682, -1.5680, -0.2054)  0.07
H (1.0266, -2.9867, 0.2272)  0.08
H (1.3622, -2.1432, 1.7472)  0.08
H (2.1780, -1.6386, 0.2679)  0.07
H (-0.4908, 0.6437, 1.6071)  0.11
H (1.2882, 0.3921, 1.4927)  0.12
H (1.4435, 0.1032, -1.7563)  0.08
H (1.5403, 1.8637, -1.9286)  0.08
H (2.4764, 1.0322, -0.6723)  0.08
H (-1.9233, 3.1314, -0.0051)  0.10

Cartesian forces (eV/Å) of the 6 atoms listed first:
-0.002 0.847 -0.355
0.520 -0.506 0.667
-0.449 -1.059 0.707
0.271 0.015 -0.599
-0.441 -0.014 -0.524
-0.754 1.299 0.521

---

Formula: C51H40MnN3O5P2Se
Source: OMol25
Level of theory: wB97M-V/def2-TZVPD

- <S²> = 8.7557
- gap between HOMO and LUMO (spin up / spin down) (eV) = 7.89 / 7.94
- multiplicity = 6
- net charge = +1
- energy relative to the best compared isomer or geometry (same formula, charge and spin) (kJ/mol) = 0.00

Each line ends with the Mulliken spin population.
CARTESIAN COORDINATES (ANGSTROEM)
Mn (-0.6096, 0.5511, -0.9302)  4.76
O (1.4793, 0.5438, 0.8921)  -0.09
C (2.6117, -0.1867, 0.6058)  0.05
C (3.3308, -0.8926, 1.5551)  0.00
C (4.4337, -1.6316, 1.1451)  0.00
C (4.8047, -1.6703, -0.1905)  0.00
C (4.0625, -0.9671, -1.1301)  0.00
C (2.9594, -0.2137, -0.7450)  -0.07
P (1.8578, 0.6554, -1.9115)  0.25
C (2.3934, 2.3884, -1.8508)  -0.03
C (3.4259, 2.8332, -1.0349)  -0.01
C (3.7583, 4.1827, -1.0054)  0.00
C (3.0719, 5.0858, -1.8013)  0.00
C (2.0485, 4.6424, -2.6313)  0.00
C (1.7061, 3.3020, -2.6492)  0.01
C (2.3918, 0.0465, -3.5308)  0.00
C (1.8350, -1.1431, -3.9989)  0.02
C (2.2490, -1.6737, -5.2109)  0.00
C (3.2074, -1.0120, -5.9679)  0.00
C (3.7518, 0.1803, -5.5123)  0.00
C (3.3474, 0.7106, -4.2949)  0.00
C (1.1727, 0.8930, 2.1950)  -0.05
C (2.0958, 1.5745, 2.9728)  0.01
C (1.7524, 1.9380, 4.2624)  0.00
C (0.4915, 1.6337, 4.7656)  0.00
C (-0.4298, 0.9880, 3.9617)  -0.01
C (-0.1042, 0.6090, 2.6568)  -0.04
P (-1.3375, -0.1115, 1.5224)  0.11
C (-1.5361, -1.8383, 2.0412)  0.01
C (-2.4773, -2.6272, 1.3756)  0.01
C (-2.6270, -3.9655, 1.7073)  0.00
C (-1.8255, -4.5364, 2.6869)  0.00
C (-0.8825, -3.7603, 3.3451)  0.00
C (-0.7404, -2.4152, 3.0285)  0.00
C (-2.8601, 0.7638, 2.0116)  0.00
C (-2.8261, 2.1578, 1.9350)  0.01
C (-3.9593, 2.9033, 2.2111)  0.00
C (-5.1418, 2.2634, 2.5625)  0.00
C (-5.1792, 0.8806, 2.6454)  0.00
C (-4.0435, 0.1286, 2.3688)  0.00
H (3.0441, -0.8669, 2.5976)  0.00
H (5.0028, -2.1808, 1.8829)  0.00
H (5.6661, -2.2443, -0.5013)  0.00
H (4.3401, -1.0039, -2.1758)  0.00
H (3.9797, 2.1310, -0.4241)  0.00
H (4.5625, 4.5234, -0.3671)  0.00
H (3.3351, 6.1347, -1.7814)  0.00
H (1.5129, 5.3438, -3.2570)  0.00
H (0.8951, 2.9632, -3.2850)  0.00
H (1.0620, -1.6445, -3.4241)  0.00
H (1.8134, -2.5958, -5.5707)  0.00
H (3.5235, -1.4221, -6.9174)  0.00
H (4.4923, 0.7008, -6.1042)  0.00
H (3.7765, 1.6403, -3.9422)  0.00
H (3.0686, 1.8117, 2.5626)  0.00
H (2.4680, 2.4684, 4.8755)  0.00
H (0.2251, 1.9185, 5.7736)  0.00
H (-1.4256, 0.7856, 4.3358)  0.00
H (-3.0802, -2.1993, 0.5824)  0.00
H (-3.3691, -4.5649, 1.1961)  0.00
H (-1.9344, -5.5839, 2.9339)  0.00
H (-0.2581, -4.1999, 4.1115)  0.00
H (-0.0082, -1.8166, 3.5538)  0.00
H (-1.9025, 2.6615, 1.6752)  0.00
H (-3.9181, 3.9830, 2.1518)  0.00
H (-6.0291, 2.8434, 2.7755)  0.00
H (-6.0944, 0.3795, 2.9291)  0.00
H (-4.0875, -0.9499, 2.4468)  0.00
O (-2.4473, 1.0986, -1.9118)  0.03
C (-3.0158, 2.1949, -1.8517)  0.03
C (-2.5237, 3.4062, -1.2622)  0.00
C (-3.3783, 4.5173, -1.2976)  0.00
C (-2.9820, 5.6997, -0.7414)  0.00
C (-1.7202, 5.8321, -0.1417)  0.00
C (-0.8704, 4.7622, -0.0968)  0.02
C (-1.2409, 3.5029, -0.6387)  -0.05
O (-0.4306, 2.5092, -0.5469)  0.03
N (-3.8879, 6.8462, -0.7689)  0.00
O (-3.4894, 7.8827, -0.2833)  0.00
O (-4.9672, 6.6998, -1.3002)  0.00
H (-4.0180, 2.2669, -2.3001)  0.00
H (-4.3558, 4.4467, -1.7579)  0.00
H (-1.4426, 6.7885, 0.2793)  0.00
H (0.1079, 4.8379, 0.3587)  0.00
C (0.9928, -2.8214, -0.1035)  -0.11
N (-0.0772, -3.7106, -0.5103)  0.00
C (-1.0911, -3.3946, -1.3299)  0.01
Se (-1.5377, -1.7978, -2.1515)  0.03
N (-1.8502, -4.5040, -1.4685)  0.00
C (-1.3299, -5.5508, -0.7163)  0.00
C (-1.7522, -6.8513, -0.4971)  0.00
C (-0.9782, -7.6205, 0.3568)  0.00
C (0.1721, -7.1073, 0.9671)  0.00
C (0.5873, -5.8042, 0.7479)  0.00
C (-0.1903, -5.0403, -0.1055)  0.00
H (0.7485, -1.8186, -0.4520)  0.07
H (1.9444, -3.1269, -0.5424)  0.00
H (1.0724, -2.8151, 0.9817)  0.00
H (-2.6852, -4.5114, -2.0343)  0.00
H (-2.6385, -7.2506, -0.9694)  0.00
H (-1.2680, -8.6428, 0.5542)  0.00
H (0.7495, -7.7439, 1.6224)  0.00
H (1.4740, -5.4063, 1.2204)  0.00

Cartesian forces (eV/Å) of the 6 atoms listed first:
-0.110 -0.367 -0.136
-0.055 -0.033 -0.037
0.079 0.065 -0.024
0.010 -0.018 0.038
-0.015 -0.003 -0.030
-0.020 0.008 0.009

---

What is the formula in the third record?
C6H12N2O

---

Which value of net charge does entry 1 give?
+1

---

What is the net charge in the first record?
+1